one.
Computed, not measured: a molecular structure, C5H9NO, with ωB97M-V with the def2-TZVPD basis set.

## Properties
Total charge: 0
HOMO-LUMO gap, Eh: 0.331
Highest occupied orbital energy, eV: -8.10

Each line ends with the Mulliken charge.
Geometry (Å):
C: -1.625 0.218 1.370  -1.16
C: -1.358 0.160 -0.126  -0.09
N: -0.676 1.386 -0.815  -0.60
C: 0.312 0.543 -1.107  -0.16
C: 1.482 0.193 -0.213  -0.50
C: 1.858 -1.270 -0.225  0.00
O: 1.133 -2.147 -0.622  -0.46
H: -1.337 1.209 1.734  0.35
H: -2.696 0.074 1.579  0.36
H: -1.086 -0.537 1.964  0.26
H: -1.393 -0.820 -0.622  0.39
H: -1.821 0.865 -1.057  0.30
H: 0.547 0.342 -2.170  0.32
H: 1.427 0.556 0.825  0.30
H: 2.345 0.728 -0.648  0.32
H: 2.887 -1.500 0.133  0.36

two.
Computed, not measured: 2 unconnected molecules or ions with the total composition C5H9NO, with ωB97M-V with the def2-TZVPD basis set.

## Properties
Total charge: 0
HOMO-LUMO gap, Eh: 0.348
Highest occupied orbital energy, eV: -8.75

Each line ends with the Mulliken charge.
Geometry (Å):
C: -2.220 -0.412 -0.039  -1.50
C: -0.724 -0.091 -0.108  0.90
C: -0.404 1.303 0.441  -1.18
C: 2.565 0.298 -0.674  -0.28
O: 3.086 -0.868 -0.440  -0.38
C: 0.094 -1.106 0.577  0.21
N: 0.779 -1.897 1.076  -0.68
H: -2.763 0.328 -0.636  0.39
H: -2.584 -0.348 0.992  0.35
H: -2.451 -1.407 -0.429  0.36
H: -0.390 -0.137 -1.152  0.23
H: -0.922 2.052 -0.165  0.36
H: -0.736 1.399 1.480  0.34
H: 0.673 1.473 0.377  0.31
H: 3.294 0.776 -1.371  0.15
H: 2.487 -1.357 0.169  0.41

three.
Computed, not measured: a single C5H9NO molecule, with ωB97M-V with the def2-TZVPD basis set.

## Properties
Total charge: 0
SMILES string: CC1(C)CNC1=O
HOMO-LUMO gap, Eh: 0.384
Highest occupied orbital energy, eV: -9.60

Each line ends with the Mulliken charge.
Geometry (Å):
C: 1.492 0.576 -0.139  -1.55
C: 0.127 -0.072 0.091  1.68
C: 0.247 -1.176 1.134  -1.64
C: -1.164 0.795 0.262  -0.77
N: -1.584 0.334 -1.063  -0.16
C: -0.451 -0.397 -1.303  0.07
O: -0.016 -0.947 -2.285  -0.63
H: 2.080 -0.129 -0.741  0.33
H: 2.029 0.750 0.799  0.40
H: 1.441 1.513 -0.704  0.38
H: 0.642 -0.739 2.061  0.38
H: 0.942 -1.954 0.807  0.34
H: -0.718 -1.639 1.367  0.41
H: -1.832 0.438 1.058  0.28
H: -1.035 1.878 0.347  0.26
H: -2.243 0.724 -1.722  0.22

The energy of each structure relative to the most stable one, in kJ/mol, is as follows: one 506.0; two 272.6; three 0.0.

one.
Computed, not measured: a molecular structure, C4H6N4, with ωB97M-V with the def2-TZVPD basis set.

## Properties
Total charge: 0
HOMO-LUMO gap, Eh: 0.306
Highest occupied orbital energy, eV: -8.39

Each line ends with the Mulliken charge.
Geometry (Å):
C: -1.654 0.217 0.143  0.10
C: 1.674 0.429 -0.019  -0.11
C: 2.768 0.943 0.793  -0.09
C: 3.532 1.271 1.757  -0.28
H: -3.879 -1.887 -0.822  0.32
H: -2.187 -0.914 -2.153  0.26
H: -1.563 0.902 1.106  0.28
H: -0.255 -0.805 -1.128  0.34
H: 2.216 -0.166 -0.907  0.20
H: 4.504 1.678 2.163  0.32
N: -2.453 -1.493 -1.001  -0.59
N: -2.677 -0.234 -0.230  -0.36
N: -0.466 -0.204 -0.232  0.24
N: 0.439 0.263 0.529  -0.61

two.
Computed, not measured: a single C4H6N4 molecule, with ωB97M-V with the def2-TZVPD basis set.

## Properties
Total charge: 0
SMILES string: [H]/N=C/NC1=NC=NC1
HOMO-LUMO gap, Eh: 0.324
Highest occupied orbital energy, eV: -8.63

Each line ends with the Mulliken charge.
Geometry (Å):
C: -2.195 0.163 -0.024  0.05
C: 0.261 -0.085 0.024  0.61
C: 2.029 -1.221 -0.084  -0.03
C: 1.449 0.946 -0.030  -0.48
H: -3.533 -1.382 -0.472  0.26
H: -2.867 1.090 0.161  0.26
H: -0.798 1.501 -0.051  0.18
H: 2.684 -2.200 0.264  0.27
H: 1.391 1.214 1.110  0.26
H: 1.493 1.830 -0.645  0.40
N: -2.455 -1.094 -0.146  -0.54
N: -0.824 0.568 0.008  -0.13
N: 0.740 -1.290 0.170  -0.56
N: 2.626 -0.039 -0.285  -0.53

three.
Computed, not measured: a single C4H6N4 molecule, with ωB97M-V with the def2-TZVPD basis set.

## Properties
Total charge: 0
SMILES string: c1cn[nH]cn[nH]c1
HOMO-LUMO gap, Eh: 0.337
Highest occupied orbital energy, eV: -8.37

Each line ends with the Mulliken charge.
Geometry (Å):
C: -1.218 1.249 0.001  0.14
C: 0.055 1.731 0.014  -0.52
C: 1.357 1.169 0.008  -0.02
C: -0.085 -1.661 0.020  0.14
H: -2.765 -0.009 0.010  0.23
H: -1.998 2.007 0.005  0.29
H: 0.103 2.813 0.032  0.23
H: 2.151 1.910 -0.004  0.28
H: 1.859 -1.936 0.007  0.24
H: -0.041 -2.753 0.043  0.25
N: -1.765 0.013 -0.026  0.17
N: 1.880 -0.017 -0.019  -0.83
N: 1.199 -1.167 -0.007  0.18
N: -1.308 -1.251 0.002  -0.80

The energy of each structure relative to the most stable one, in kJ/mol, is as follows: one 722.2; two 74.1; three 0.0.